No. 1
ORCA calculation (wB97M-V/def2-TZVPD) on an isolated molecule of C5H9NS.

Geometry as XYZ:
```
16
C5H9NS, DFT wB97M-V/def2-TZVPD
C 2.186 -0.659 -0.120
C 0.709 -0.750 -0.128
N 0.115 0.472 -0.648
C -0.301 1.468 0.295
C -1.312 0.740 -0.497
C -2.216 -0.217 0.177
S -3.791 -0.400 -0.154
H 2.599 -1.587 0.288
H 2.461 0.145 0.558
H 2.702 -0.511 -1.069
H 0.379 -1.643 -0.709
H 0.305 -1.010 0.886
H -0.002 2.507 0.170
H -0.243 1.139 1.339
H -1.820 1.150 -1.376
H -1.771 -0.844 0.987
```

SMILES: CCN1C[C@@H]1C=S
HOMO-LUMO gap: 0.312 Eh
Energy: -17654.2035 eV
Total charge: 0

***

No. 2
ORCA calculation (wB97M-V/def2-TZVPD) on a cluster of 2 separate species, C5H9NS in total.

Geometry as XYZ:
```
16
C5H9NS, DFT wB97M-V/def2-TZVPD
C -3.102 0.924 0.085
C -0.904 0.495 -1.246
C 0.932 0.369 0.383
C 0.415 -1.556 -1.178
C -0.151 -0.506 -0.249
N -1.011 0.901 -2.387
S -2.889 0.705 1.661
H -3.900 1.473 -0.416
H 0.611 1.386 0.635
H 1.692 0.409 -0.334
H 1.226 -0.135 1.261
H 0.953 -1.057 -1.918
H -0.450 -2.087 -1.652
H 1.083 -2.240 -0.636
H -0.952 -0.893 0.389
H -0.129 0.948 -2.868
```

HOMO-LUMO gap (alpha / beta): 0.268 / 0.257 Eh
Energy: -17651.1961 eV
Total charge: 0

***

No. 3
ORCA calculation (wB97M-V/def2-TZVPD) on a structure of composition C5H9NS.

Geometry as XYZ:
```
16
C5H9NS, DFT wB97M-V/def2-TZVPD
C -1.025 0.563 0.247
C 0.190 0.971 -0.682
C 0.796 -0.369 -1.181
C 0.762 -1.145 0.144
C 0.198 0.006 1.060
H -2.839 -1.063 0.543
H -1.495 1.418 0.773
H 0.060 1.796 -1.387
H 0.156 -0.860 -1.900
H 1.830 -0.243 -1.498
H 0.090 -2.008 0.134
H 1.751 -1.433 0.534
H 0.104 -0.197 2.134
H 0.613 1.987 1.049
N 0.992 1.187 0.556
S -2.185 -0.612 -0.525
```

HOMO-LUMO gap: 0.358 Eh
Energy: -17654.8818 eV
Total charge: 0

***

No. 4
ORCA calculation (wB97M-V/def2-TZVPD) on an isolated molecule of C5H9NS2.

Geometry as XYZ:
```
17
C5H9NS2, DFT wB97M-V/def2-TZVPD
C 1.758 -1.375 0.279
N 0.988 -0.152 0.555
C -0.041 -0.103 1.526
C -0.361 0.223 0.055
C -1.155 -0.767 -0.652
S -2.413 -0.657 -1.686
C -0.612 1.651 -0.280
S -0.030 2.249 -1.871
H 2.030 -1.479 -0.840
H 2.753 -1.391 0.805
H 1.162 -2.238 0.651
H -0.405 -1.148 1.892
H -0.147 0.816 2.107
H -0.676 -1.714 -0.397
H 0.012 2.191 0.520
H -1.711 1.861 -0.052
H -1.152 2.032 -2.610
```

SMILES: CN1C[C@@]1(C=S)CS
HOMO-LUMO gap: 0.306 Eh
Energy: -28488.9136 eV
Total charge: 0

***

No. 5
ORCA calculation (wB97M-V/def2-TZVPD) on an isolated molecule of C5H9NS2.

Geometry as XYZ:
```
17
C5H9NS2, DFT wB97M-V/def2-TZVPD
C -2.523 -0.472 -2.068
C -1.445 -1.210 -2.094
C -0.080 -0.627 -2.353
S 0.238 0.879 -1.395
C 0.791 0.119 0.118
N 1.047 0.800 1.148
S 1.356 -0.079 2.584
C 1.627 1.322 3.692
H -3.488 -0.969 -2.073
H -2.479 0.578 -2.006
H -1.549 -2.309 -2.091
H 0.702 -1.335 -2.036
H 0.096 -0.356 -3.397
H 0.653 -0.988 0.165
H 2.532 1.883 3.435
H 1.786 0.826 4.629
H 0.736 1.937 3.741
```

SMILES: C=CCS/C=N/SC
HOMO-LUMO gap: 0.327 Eh
Energy: -28489.7567 eV
Total charge: 0

***

No. 6
ORCA calculation (wB97M-V/def2-TZVPD) on an isolated molecule of C5H9NS2.

Geometry as XYZ:
```
17
C5H9NS2, DFT wB97M-V/def2-TZVPD
N 1.748 2.898 0.675
C 1.257 1.650 0.543
S 2.044 0.333 1.174
S -0.258 1.702 -0.366
C -0.895 -0.002 -0.526
C -1.203 -0.893 0.673
C -0.821 -2.101 -0.223
C -0.095 -1.129 -1.192
H 2.613 3.026 1.179
H 1.300 3.713 0.284
H -1.811 0.200 -1.100
H -0.491 -0.735 1.488
H -2.209 -0.861 1.058
H -0.214 -2.891 0.227
H -1.685 -2.557 -0.690
H -0.261 -1.282 -2.231
H 0.981 -1.070 -0.974
```

SMILES: NC(=S)SC1CCC1
HOMO-LUMO gap: 0.332 Eh
Energy: -28491.0593 eV
Total charge: 0

***

No. 7
ORCA calculation (wB97M-V/def2-TZVPD) on a cluster of 2 separate species, C5H9NSi in total.

Geometry as XYZ:
```
16
C5H9NSi, DFT wB97M-V/def2-TZVPD
C 1.725 0.506 0.870
C 1.661 0.845 -0.552
C 1.031 -0.627 1.080
C 0.927 -0.087 -1.187
C 0.527 -1.073 -0.200
N -1.635 -1.082 -0.064
Si -2.108 0.558 0.187
H 2.281 1.075 1.593
H 2.148 1.697 -0.989
H 0.867 -1.145 2.005
H 0.695 -0.143 -2.234
H 0.462 -2.125 -0.433
H -1.811 -1.485 -0.972
H -1.013 1.308 0.803
H -3.239 0.496 1.119
H -2.519 1.281 -1.027
```

HOMO-LUMO gap: 0.292 Eh
Energy: -14695.3069 eV
Total charge: 0

***

No. 8
ORCA calculation (wB97M-V/def2-TZVPD) on a structure of composition C5H9NaO4Pt.

Geometry as XYZ:
```
20
C5H9NaO4Pt, DFT wB97M-V/def2-TZVPD
O -0.966 -0.823 -2.303
C -1.791 -1.005 -1.389
C -1.557 -0.824 0.003
O -0.190 -0.746 0.323
C 0.196 0.097 1.389
C 1.698 0.032 1.520
O 2.284 0.432 0.293
C 3.697 0.504 0.333
Na 1.126 -0.362 -1.548
H -2.830 -1.310 -1.644
H -0.268 -0.221 2.337
H -0.111 1.139 1.181
H 2.017 -0.995 1.768
H 2.019 0.703 2.334
H 4.041 0.797 -0.666
H 4.027 1.258 1.065
H 4.130 -0.474 0.597
Pt -2.575 0.832 0.485
O -3.788 1.553 1.347
H -2.126 -1.540 0.646
```

Multiplicity: 3
HOMO-LUMO gap (alpha / beta): 0.234 / 0.240 Eh
<S²>: 2.02
Energy: -21179.9501 eV
Total charge: 0